No. 1
# C2H3BrClF

2 unconnected molecules or ions with the total composition C2H3BrClF (ωB97M-V/def2-TZVPD, the Open Molecules 2025 dataset).

Summary:
- ΔE to the lowest compared entry with this formula, charge and spin: 64.4 kcal per mole

The geometry in XYZ format:
```
8
C2H3BrClF | the Open Molecules 2025 dataset | ωB97M-V/def2-TZVPD
C 0.150 -0.264 0.833
C -0.478 0.114 -0.452
F -1.222 -0.818 -1.017
Cl 1.982 0.263 -2.168
Br -1.104 1.864 -0.772
H 0.618 0.672 1.397
H -0.748 -0.718 1.477
H 0.801 -1.113 0.703
```



No. 2
# C35H59Br25O3

12 unconnected molecules or ions with the total composition C35H59Br25O3 (ωB97M-V/def2-TZVPD, the Open Molecules 2025 dataset).

The geometry in XYZ format:
```
122
C35H59Br25O3 | the Open Molecules 2025 dataset | ωB97M-V/def2-TZVPD
C 5.439 0.136 2.401
C 4.404 0.279 1.161
C 2.987 0.898 1.637
C 1.741 0.429 0.748
O 1.620 0.741 -0.468
C 0.641 -0.459 1.530
C 0.125 -1.830 1.053
C -0.916 -2.568 1.976
C -1.400 -1.933 3.328
C -0.878 -0.537 3.805
C 0.149 0.172 2.885
O 4.301 -0.892 0.319
C 3.881 -2.043 0.993
O 3.343 -2.131 2.126
Br 4.113 -3.769 -0.034
H 5.751 -0.936 2.623
H 6.337 0.846 2.254
H 4.902 0.526 3.349
H 4.871 1.102 0.495
H 3.011 2.039 1.678
H 2.847 0.544 2.729
H 0.500 -2.304 0.084
H -1.294 -3.609 1.666
H -2.158 -2.461 4.024
H -1.161 -0.019 4.774
H 0.551 1.182 3.232
Br 3.969 3.176 -3.992
C 2.301 2.215 -3.682
C 1.194 2.744 -4.560
Br 0.503 4.437 -3.882
H 2.083 2.292 -2.617
H 2.523 1.175 -3.928
H 0.340 2.065 -4.552
H 1.504 2.918 -5.591
Br 2.404 -0.429 -7.030
C 4.248 0.013 -7.480
C 4.500 1.495 -7.360
Br 3.754 2.464 -8.880
H 4.434 -0.377 -8.481
H 4.856 -0.539 -6.761
H 5.570 1.707 -7.386
H 4.069 1.933 -6.460
Br -0.616 4.409 1.240
C -0.236 6.212 0.609
C 0.623 6.175 -0.629
Br 2.482 5.785 -0.187
H 0.221 6.753 1.437
H -1.211 6.650 0.389
H 0.647 7.153 -1.112
H 0.304 5.424 -1.352
Br -4.069 2.876 1.659
C -4.736 4.389 0.629
C -5.181 3.962 -0.747
Br -3.655 3.661 -1.922
H -3.942 5.137 0.613
H -5.580 4.774 1.204
H -5.758 4.754 -1.228
H -5.767 3.043 -0.745
Br -4.589 -2.628 7.572
C -5.265 -1.121 6.540
C -5.704 -1.556 5.165
Br -4.175 -1.844 3.984
H -4.479 -0.366 6.524
H -6.114 -0.744 7.112
H -6.288 -0.770 4.682
H -6.280 -2.480 5.170
Br -0.741 7.361 -9.704
C -0.818 6.411 -8.003
C 0.448 6.608 -7.207
Br 1.901 5.512 -7.906
H -1.027 5.366 -8.232
H -1.673 6.840 -7.477
H 0.311 6.273 -6.178
H 0.801 7.639 -7.205
Br 0.556 -6.181 2.920
C -1.069 -7.212 3.233
C -2.205 -6.717 2.371
Br -2.955 -5.062 3.075
H -1.281 -7.155 4.300
H -0.808 -8.239 2.973
H -3.032 -7.430 2.378
H -1.910 -6.520 1.340
Br -5.971 -6.648 1.522
C -7.348 -5.311 1.856
C -6.894 -4.308 2.885
Br -6.985 -5.056 4.684
H -8.250 -5.849 2.147
H -7.514 -4.827 0.892
H -7.561 -3.445 2.901
H -5.869 -3.968 2.732
Br -1.001 -2.215 6.025
C -0.966 -3.203 7.706
C 0.327 -2.972 8.450
Br 1.789 -3.994 7.663
H -1.143 -4.251 7.464
H -1.811 -2.819 8.279
H 0.250 -3.333 9.477
H 0.639 -1.928 8.460
Br -4.784 9.968 -5.622
C -3.476 9.771 -7.054
C -4.130 9.319 -8.336
Br -4.556 7.418 -8.281
H -2.711 9.083 -6.694
H -3.037 10.763 -7.176
H -3.445 9.432 -9.177
H -5.059 9.846 -8.555
Br 3.710 -7.381 -2.716
C 5.517 -6.885 -3.253
C 5.737 -5.398 -3.123
Br 4.890 -4.426 -4.584
H 5.660 -7.255 -4.268
H 6.174 -7.431 -2.575
H 6.799 -5.158 -3.200
H 5.342 -4.985 -2.195
Br 3.815 -4.174 2.914
C 3.844 -5.150 4.605
C 5.146 -4.939 5.337
Br 6.582 -5.998 4.548
H 3.644 -6.197 4.375
H 3.010 -4.744 5.180
H 5.070 -5.288 6.368
H 5.479 -3.901 5.334
```



No. 3
# C23H36N4O9S4

4 unconnected molecules or ions with the total composition C23H36N4O9S4 (ωB97M-V/def2-TZVPD, the Open Molecules 2025 dataset).

Summary:
- SMILES string: C[C@]1(CCCSC(=S)n2ccnc2)OS(=O)(=O)O[C@@]1(O)CCSc1nnco1.CC(C)=O.CC(C)=O.CC(C)=O

The geometry in XYZ format:
```
76
C23H36N4O9S4 | the Open Molecules 2025 dataset | ωB97M-V/def2-TZVPD
C -2.110 1.651 -2.350
C -1.028 0.536 -2.759
C 0.173 1.265 -3.528
C 0.847 2.481 -2.732
C 1.850 2.042 -1.557
S 2.314 3.623 -0.642
C 2.144 3.336 1.194
S 3.566 3.325 2.095
N 0.847 3.163 1.851
C -0.256 2.648 1.076
C -1.451 2.590 2.054
N -0.916 3.071 3.316
C 0.465 3.453 3.229
O -1.726 -0.145 -3.888
S -2.694 -1.380 -3.320
O -4.029 -1.051 -2.726
O -2.818 -2.627 -4.150
O -1.703 -1.774 -2.015
C -0.723 -0.692 -1.768
O -1.158 -0.252 -0.443
C 0.666 -1.484 -1.864
C 1.531 -1.469 -0.507
S 1.340 -3.044 0.500
C 1.926 -2.535 2.171
N 1.485 -2.874 3.484
N 2.329 -2.112 4.274
C 3.232 -1.358 3.485
O 3.007 -1.616 2.102
H -3.177 1.341 -2.597
H -2.066 1.988 -1.261
H -1.888 2.595 -2.980
H 1.007 0.577 -3.886
H -0.291 1.722 -4.484
H 0.105 3.254 -2.323
H 1.487 3.058 -3.506
H 1.329 1.297 -0.864
H 2.798 1.533 -1.948
H -0.317 2.326 -0.008
H -2.505 2.238 1.785
H 1.165 3.865 4.017
H -1.965 -0.774 -0.204
H 0.432 -2.596 -2.075
H 1.359 -1.148 -2.704
H 2.665 -1.344 -0.695
H 1.254 -0.609 0.206
H 4.049 -0.620 3.751
C 1.479 -2.456 7.225
C 1.862 -3.281 8.424
C 1.435 -4.725 8.436
O 2.492 -2.800 9.349
H 1.852 -1.438 7.352
H 1.925 -2.880 6.325
H 0.392 -2.421 7.129
H 1.879 -5.251 7.588
H 0.345 -4.791 8.394
H 1.778 -5.196 9.359
C 2.177 -1.800 -6.569
C 3.198 -0.935 -5.879
C 4.505 -0.704 -6.589
O 2.974 -0.440 -4.788
H 1.286 -1.879 -5.943
H 1.895 -1.353 -7.524
H 2.585 -2.802 -6.726
H 4.326 -0.208 -7.545
H 5.015 -1.657 -6.746
H 5.141 -0.063 -5.975
C -6.545 1.658 -0.394
C -5.510 1.956 0.657
C -6.001 2.265 2.046
O -4.321 1.946 0.394
H -6.047 1.454 -1.344
H -7.125 0.779 -0.106
H -7.203 2.521 -0.522
H -6.557 1.412 2.443
H -6.635 3.154 2.027
H -5.146 2.459 2.698
```



| no. | electronic energy (eV) |
| --- | --- |
| 1 | -87402.0882 |
| 2 | -1794450.9283 |
| 3 | -92154.7569 |